ORCA calculation (ωB97M-V/def2-TZVPD) on a 8-piece molecular cluster, C19H51F3N4O11P overall at a distorted geometry.

As for the largest force on an atom: 2.26 eV/A. The HOMO-LUMO gap comes out at 7.451 eV. As for the LUMO energy: -4.28 eV. As for the charge: +1.

Atoms and positions in Å:
N  2.36531  0.04658  3.18702
C  3.09001  -0.16802  2.18093
C  2.99717  -1.39199  1.29095
C  2.07140  -1.23184  0.08343
P  2.39356  0.26504  -1.01371
N  2.55097  1.59638  -0.19966
N  2.45209  -2.35061  -0.83496
C  1.59147  -3.20566  -1.18831
C  0.31645  -2.87035  -0.48578
C  -0.99251  -3.04142  -1.24051
O  -1.22253  -4.47160  -1.32392
C  -2.43269  -4.83700  -0.88802
F  -3.39056  -4.28426  -1.58046
F  -2.53162  -6.12679  -1.01953
F  -2.59722  -4.56635  0.38222
C  0.57424  -1.59367  0.34505
N  0.31501  -2.02875  1.73081
C  -0.35041  -0.38524  0.13631
O  -1.64891  -0.68957  0.52888
C  -2.41315  0.46093  0.78172
O  -3.63282  0.11240  1.33881
C  -4.29975  -0.94264  0.65167
C  -4.63740  -0.65199  -0.80005
O  -3.56857  -0.96724  -1.70502
H  1.74347  -0.75915  3.29443
H  3.84231  0.56781  1.93784
H  2.75798  -2.25492  1.90344
H  4.00119  -1.56356  0.89684
H  1.31339  0.30113  -1.91843
H  3.53884  -0.07396  -1.77905
H  3.47086  1.97413  -0.41611
H  3.40650  -2.35883  -1.20414
H  1.73649  -4.02748  -1.86698
H  0.26652  -3.67825  0.25341
H  -0.97073  -2.65011  -2.25064
H  -1.83609  -2.58886  -0.73004
H  0.15089  -1.19567  2.28916
H  -0.56105  -2.53859  1.77166
H  0.03434  0.41367  0.79038
H  -0.34379  0.02752  -0.87832
H  -1.88724  1.07507  1.51932
H  -2.56999  1.08927  -0.10626
H  -3.79628  -1.90390  0.73123
H  -5.25333  -1.05767  1.15548
H  -5.03156  0.35180  -0.93858
H  -5.45223  -1.33047  -1.04840
H  -3.29551  -0.12762  -2.09335
C  -5.90432  3.18496  0.98123
O  -5.46484  2.35424  2.04911
H  -6.79005  3.72120  1.31188
H  -5.13014  3.90850  0.71073
H  -6.16152  2.58168  0.10448
H  -4.67986  1.88229  1.74767
C  1.76441  -1.06897  6.66581
O  2.99848  -1.54095  6.13225
H  1.14238  -1.92439  6.91675
H  1.94756  -0.48272  7.56874
H  1.24469  -0.45317  5.92557
H  3.52943  -0.76609  5.91931
C  5.20944  -4.76079  -2.52471
O  5.77725  -3.45118  -2.52588
H  4.34919  -4.75811  -3.19181
H  5.92986  -5.49823  -2.87897
H  4.88355  -5.02124  -1.51233
H  6.53858  -3.46186  -1.93515
C  3.92828  3.32648  4.48357
O  3.96307  3.00365  3.09734
H  4.58094  4.17972  4.64797
H  2.91258  3.58772  4.78989
H  4.28308  2.48359  5.08276
H  3.39131  2.24059  2.96413
C  -1.52449  3.89065  0.23866
O  -2.40749  3.32670  -0.73493
H  -1.61813  3.31264  1.15501
H  -0.48920  3.84584  -0.10674
H  -1.79626  4.92726  0.44328
H  -2.32217  3.84746  -1.54124
C  -0.02562  2.66512  -3.03641
O  1.19328  2.21808  -3.62945
H  -0.62295  1.79313  -2.77309
H  0.19460  3.23701  -2.13280
H  -0.58434  3.28563  -3.74176
H  1.71937  2.99158  -3.85852
C  -1.05965  3.75312  -6.60200
O  -1.88856  4.50247  -5.71455
H  -0.08403  4.23020  -6.64480
H  -0.94672  2.73005  -6.23180
H  -1.49645  3.73703  -7.60238
H  -2.74909  4.07145  -5.68753

Results of the Mulliken charge analysis, in e, for atoms 1 through 4:
1. N -0.4767
2. C -0.4121
3. C -1.3208
4. C 0.5385

ORCA calculation (ωB97M-V/def2-TZVPD) on C19H51Hg2NO17 as an isolated structure at a distorted geometry.

As for the largest force on an atom: 5.01 eV/A. The calculation puts the relative energy (zero: lowest compared OMol25 entry of this formula, charge and spin) at 199.12 kcal per mole. The HOMO-LUMO gap comes out at 1.309 eV. As for the LUMO energy: -11.76 eV. As for the charge: +2.

Atoms and positions in Å:
Hg  -24.97142  2.85943  -8.72018
Hg  -22.07596  -2.65891  -7.70020
C  -26.18039  -1.02621  -6.64046
O  -25.95741  -2.16752  -7.01085
O  -26.94558  -0.25034  -7.23480
O  -25.23185  -0.50634  -6.13043
C  -27.99936  0.04143  -0.15719
C  -28.83607  0.67209  0.95733
O  -30.17128  0.15493  0.94222
O  -26.82807  0.82170  -0.52708
H  -28.56755  -0.00540  -1.08621
H  -27.68661  -0.97590  0.07803
H  -28.83048  1.75730  0.85541
H  -28.39099  0.48251  1.93410
H  -30.21230  -0.51325  1.63030
H  -26.46401  0.50286  -1.35618
C  -18.77269  -2.26944  -3.57954
C  -20.06706  -2.60463  -2.89012
O  -20.71088  -3.28633  -3.87660
O  -18.88622  -1.39204  -4.72076
H  -18.22358  -3.16841  -3.85958
H  -18.06155  -1.76504  -2.92535
H  -20.67096  -1.77708  -2.51785
H  -20.08203  -3.17250  -1.95985
H  -21.56213  -3.58083  -3.54460
H  -17.97482  -1.15048  -4.90132
C  -30.57388  3.91733  -10.59619
C  -31.55648  2.67960  -10.48212
O  -31.29856  1.95286  -9.31405
O  -29.24484  3.40845  -10.77303
H  -30.65566  4.47556  -9.66356
H  -30.83761  4.52015  -11.46519
H  -31.41267  1.98345  -11.30842
H  -32.59633  3.00641  -10.48175
H  -30.37804  1.68207  -9.28386
H  -29.15003  2.97187  -11.62274
C  -30.99814  -5.73292  -7.38671
C  -30.40127  -6.02146  -5.97161
O  -29.03371  -6.26047  -5.97205
O  -31.35362  -6.82064  -8.19987
H  -30.34489  -5.04338  -7.92140
H  -31.86183  -5.11239  -7.14782
H  -30.89657  -6.84917  -5.46398
H  -30.55959  -5.15034  -5.33585
H  -28.69968  -5.64365  -6.62745
H  -30.67723  -6.92441  -8.87316
C  -28.08863  -0.91504  -14.78738
C  -28.13618  -1.90801  -13.66511
O  -27.00676  -2.74866  -13.61576
O  -27.63039  0.38126  -14.39840
H  -29.07769  -0.67173  -15.17552
H  -27.43087  -1.22659  -15.59878
H  -28.99824  -2.54898  -13.84985
H  -28.31015  -1.43258  -12.69981
H  -26.27697  -2.23638  -13.25999
H  -26.79070  0.32412  -13.93660
C  -21.04084  -6.91795  -9.95558
C  -19.58182  -6.66691  -9.57736
O  -19.26510  -5.42743  -9.07757
O  -21.93975  -6.52486  -8.95861
H  -21.09386  -7.99382  -10.12226
H  -21.31225  -6.39985  -10.87537
H  -19.04472  -6.74286  -10.52280
H  -19.14914  -7.39463  -8.89084
H  -18.31439  -5.41289  -9.21000
H  -22.82845  -6.56048  -9.31990
C  -22.10840  4.87497  -5.36132
O  -22.59516  5.27952  -6.61118
C  -21.90796  6.39196  -7.11046
C  -22.33300  6.45175  -8.56476
N  -23.77376  6.35004  -8.86543
C  -24.70775  7.36318  -8.32069
C  -25.22647  7.19703  -6.87322
O  -25.65596  5.85551  -6.68639
C  -26.05527  5.63682  -5.37509
H  -21.16048  4.34587  -5.45933
H  -22.84218  4.21728  -4.89537
H  -21.99014  5.65263  -4.60676
H  -20.83328  6.35900  -6.93136
H  -22.29305  7.21030  -6.50208
H  -21.77917  5.66444  -9.07615
H  -21.90777  7.32938  -9.05164
H  -23.74217  6.33616  -9.87484
H  -25.54852  7.31659  -9.01281
H  -24.33392  8.38186  -8.42385
H  -26.09885  7.84879  -6.92075
H  -24.52873  7.50780  -6.09561
H  -26.63915  6.43411  -4.91519
H  -25.18651  5.54039  -4.72389
H  -26.66576  4.73571  -5.31682

Results of the Mulliken charge analysis, in e, for atoms 1 through 4:
1. Hg 0.5276
2. Hg 0.4710
3. C 0.8408
4. O -0.2803

Q: What is the formula in the first record?
A: C19H51F3N4O11P

Q: Among the records above, which one has the highest largest force on an atom?
A: C19H51Hg2NO17

Q: The lowest largest force on an atom belongs to which entry?
A: C19H51F3N4O11P

Q: Look up the HOMO-LUMO gap of the first one.
A: 7.451 eV